65
Properties=species:S:1:pos:R:3:forces:R:3:lowdin_charge:R:1 method="wB97M-V/def2-TZVPD" lumo_ev=-11.14 homo_lumo_gap_ev=2.04 charge=+2 e_homo_ev=-13.179 total_energy_ev=-49418.7934
Be 13.489690 19.263510 13.088600 0.1 0.0 0.0 0.8910
C 9.654510 23.381700 16.275190 1.3 -0.1 -1.3 -0.7921
O 10.391090 22.469920 16.037920 1.8 -2.9 -0.7 0.0707
N 9.753900 24.525330 15.623380 -0.4 2.6 -0.6 0.1724
N 8.707730 23.341160 17.149410 -4.0 0.0 3.9 0.1791
H 9.306860 25.278070 16.126990 0.4 0.6 -0.9 0.1114
H 10.405200 24.654590 14.862320 -0.1 0.1 0.5 0.1243
H 8.425800 22.545700 17.704270 0.8 -0.2 -0.5 0.1301
H 8.155050 24.139160 17.428410 0.2 0.1 -0.5 0.1189
C 15.474200 18.846140 6.905910 -2.6 2.6 1.5 -0.7935
O 14.829470 19.292710 7.879170 0.4 0.0 -0.2 0.0331
N 15.521560 19.408850 5.748940 -0.9 3.4 -2.7 0.1819
N 16.111930 17.767470 6.915590 3.0 -6.7 2.7 0.1842
H 15.923860 18.946460 4.946160 -0.4 0.6 0.1 0.1290
H 14.985740 20.264860 5.764640 0.3 0.0 -1.1 0.1310
H 15.962870 17.274320 7.784320 0.5 -0.5 -0.2 0.1344
H 16.566560 17.267240 6.165130 -0.2 0.5 0.1 0.1354
C 16.303680 25.086010 11.030270 -2.3 -4.2 1.7 -0.7527
O 15.573630 24.285820 11.653500 0.3 0.3 0.6 0.0358
N 17.556480 24.821990 10.796390 2.5 -0.6 0.2 0.1821
N 15.832870 26.097880 10.416390 -1.4 4.6 -2.9 0.1896
H 17.861920 23.962460 11.230000 0.6 0.3 -0.5 0.1321
H 18.061160 25.415260 10.153420 0.5 -0.6 0.4 0.1239
H 14.856720 26.345660 10.340040 0.2 -0.4 0.4 0.1373
H 16.416750 26.411950 9.654470 -0.4 0.5 0.1 0.1219
C 17.244010 21.771350 17.715880 -1.4 -3.1 -0.9 -0.7458
O 16.762870 21.097690 16.794500 -0.6 0.6 -0.3 0.0414
N 16.654090 22.035990 18.850110 -3.0 1.3 2.6 0.1695
N 18.515290 21.969140 17.816770 3.7 1.0 -1.2 0.1717
H 15.679290 21.814120 18.993810 0.2 0.3 -0.1 0.1261
H 17.099890 22.684960 19.482720 -0.5 -0.2 0.0 0.1176
H 18.882900 22.315590 18.691380 0.6 -0.4 -0.6 0.1247
H 19.010820 21.485210 17.081680 0.8 0.5 0.5 0.1326
C 8.223010 20.693870 10.696680 5.0 -2.3 -0.9 -0.7547
O 9.023920 19.819480 11.052750 1.0 -0.4 0.6 0.0389
N 6.987070 20.538440 10.893300 -5.4 1.0 0.7 0.2000
N 8.649200 21.692970 9.934270 0.1 1.9 -0.6 0.1773
H 6.462750 21.388320 10.742020 -0.9 -0.7 0.2 0.1293
H 6.574720 19.681740 11.234070 0.2 0.4 0.1 0.1457
H 7.979300 22.338400 9.540870 0.5 0.0 -0.2 0.1159
H 9.629230 21.729250 9.692760 -0.4 0.1 0.1 0.1228
C 12.653550 13.392920 10.893300 -0.8 -1.4 0.0 -0.8209
O 13.264150 14.389840 11.021050 2.8 4.3 0.8 0.0923
N 13.132090 12.192340 11.083020 1.8 -2.6 0.4 0.1773
N 11.387750 13.373860 10.585900 -4.0 0.4 -1.0 0.1718
H 14.117000 12.142910 11.301220 -0.3 -0.6 -0.2 0.1270
H 12.545830 11.409440 10.831110 0.8 -0.2 0.3 0.1169
H 10.947600 12.519900 10.274270 -0.3 0.5 0.2 0.1166
H 10.875380 14.240040 10.671360 0.0 -0.4 -0.4 0.1248
C 14.662620 15.810190 18.138040 -1.4 0.4 -1.0 -0.8337
O 14.734040 16.096990 16.971450 0.7 0.8 -2.9 0.0723
N 13.582320 15.930620 18.812020 -4.4 0.4 2.3 0.1821
N 15.647230 15.406080 18.852860 5.1 -1.0 0.8 0.1837
H 12.745990 16.249060 18.343790 0.1 -0.2 0.5 0.1311
H 13.658510 15.740550 19.801050 -0.9 0.4 -0.2 0.1239
H 15.639750 14.852310 19.697480 0.1 0.2 -0.4 0.1325
H 16.454330 15.571420 18.268600 0.8 -0.8 0.9 0.1289
C 19.560780 16.525540 11.882230 -1.3 2.8 0.6 -0.7599
O 18.683090 17.389820 11.964890 -0.8 -0.2 0.2 0.0488
N 19.909020 15.709120 12.825320 0.1 -1.9 2.2 0.1837
N 20.357520 16.497640 10.854820 1.8 0.3 -3.9 0.1707
H 20.530620 14.970710 12.527880 -0.2 -0.2 1.0 0.1250
H 19.460460 15.840720 13.720630 0.3 -0.7 -0.1 0.1328
H 20.152770 17.214260 10.173180 0.3 -0.2 -0.1 0.1247
H 21.309840 16.166560 10.914670 -0.3 0.1 0.0 0.1232